Record 1
DFT (ωB97M-V with the def2-TZVPD basis set) results for a molecular structure, C24H66N6O6 in a non-equilibrium geometry.

Geometry as ORCA input:
```
! RIJCOSX wB97M-V def2-TZVPD def2/J DEFGRID3
* xyz 0 1
C -1.147 -2.829 -2.232
C -2.415 -2.463 -3.030
C -2.384 -0.966 -3.625
O -2.852 0.070 -2.781
C -1.735 0.381 -1.905
N -2.446 -3.386 -4.195
H -1.296 -2.497 -1.204
H -0.201 -2.446 -2.616
H -1.020 -3.911 -2.238
H -3.235 -2.686 -2.348
H -3.140 -0.930 -4.410
H -1.547 -0.816 -4.307
H -0.958 0.836 -2.518
H -1.295 -0.404 -1.289
H -1.950 1.174 -1.188
H -1.723 -3.270 -4.891
H -3.361 -3.323 -4.618
C 1.558 2.934 -3.363
C 0.362 2.684 -2.463
C 0.440 3.202 -1.004
O -0.833 2.760 -0.425
C -1.471 3.619 0.528
N -0.779 3.370 -3.029
H 2.423 2.430 -2.934
H 1.750 3.981 -3.600
H 1.421 2.504 -4.355
H 0.232 1.614 -2.304
H 0.562 4.285 -0.992
H 1.252 2.701 -0.477
H -1.498 4.664 0.217
H -0.884 3.653 1.446
H -2.515 3.312 0.592
H -0.714 4.377 -3.079
H -1.503 3.239 -2.337
C 3.286 -1.458 1.852
C 4.415 -1.543 0.849
C 4.441 -2.911 0.128
O 3.359 -3.186 -0.768
C 3.198 -4.582 -1.154
N 4.309 -0.517 -0.188
H 2.356 -1.156 1.370
H 3.457 -0.742 2.655
H 3.032 -2.432 2.270
H 5.371 -1.281 1.301
H 4.355 -3.671 0.905
H 5.277 -3.111 -0.543
H 3.575 -5.314 -0.440
H 3.699 -4.900 -2.069
H 2.192 -4.822 -1.497
H 4.975 -0.770 -0.905
H 3.448 -0.771 -0.650
C 1.529 2.947 4.075
C 0.116 2.892 4.673
C -0.572 1.576 4.352
O -0.607 1.400 2.846
C -1.118 0.249 2.380
N 0.107 3.247 6.141
H 2.202 2.169 4.437
H 1.869 3.941 4.364
H 1.308 3.097 3.019
H -0.397 3.657 4.092
H -1.562 1.435 4.785
H 0.045 0.779 4.767
H -1.904 0.434 1.648
H -1.499 -0.354 3.204
H -0.293 -0.200 1.827
H 0.411 2.441 6.669
H -0.847 3.484 6.373
C -3.805 0.516 2.205
C -2.815 -0.314 1.390
C -3.483 -1.457 0.519
O -2.506 -2.253 -0.223
C -2.851 -3.453 -0.954
N -2.220 0.609 0.447
H -4.360 -0.120 2.895
H -4.501 1.067 1.572
H -3.241 1.258 2.771
H -1.991 -0.595 2.045
H -4.107 -0.994 -0.245
H -4.120 -2.048 1.176
H -1.959 -3.950 -1.335
H -3.481 -3.305 -1.831
H -3.228 -4.173 -0.229
H -1.825 0.104 -0.333
H -2.817 1.294 0.006
C 2.322 0.735 -1.599
C 1.903 0.943 -0.164
C 0.577 0.410 0.205
O 0.856 -0.973 0.285
C -0.230 -1.817 -0.226
N 2.981 0.688 0.704
H 3.329 1.101 -1.801
H 1.582 1.283 -2.181
H 2.393 -0.307 -1.911
H 1.780 2.025 -0.110
H -0.171 0.735 -0.518
H 0.244 0.929 1.104
H -0.258 -2.094 -1.280
H -1.171 -1.315 0.001
H -0.260 -2.760 0.321
H 3.886 0.525 0.286
H 2.916 -0.183 1.213
*
```

## Properties
DFT total energy	-47148.578	eV
LUMO	0.02483	Ha
Kohn-Sham gap	6.87	eV

---

Record 2
DFT (ωB97M-V with the def2-TZVPD basis set) results for 6 unconnected molecules or ions with the total composition C24H66N6O6 in a non-equilibrium geometry.

Geometry as ORCA input:
```
! RIJCOSX wB97M-V def2-TZVPD def2/J DEFGRID3
* xyz 0 1
C 2.224 -6.298 -0.999
C 0.731 -6.329 -0.690
C 0.236 -4.955 -0.089
O -1.148 -4.892 0.261
C -1.639 -5.691 1.341
N 0.000 -6.645 -1.862
H 2.381 -5.473 -1.693
H 2.567 -7.185 -1.533
H 2.818 -5.969 -0.146
H 0.473 -7.030 0.104
H 0.330 -4.215 -0.884
H 0.907 -4.489 0.632
H -1.049 -5.474 2.232
H -1.463 -6.744 1.124
H -2.649 -5.444 1.667
H 0.322 -5.859 -2.410
H -0.939 -6.355 -1.628
C -5.685 1.453 -1.278
C -4.923 0.188 -1.718
C -5.943 -0.761 -2.449
O -7.043 -1.071 -1.635
C -8.313 -0.930 -2.232
N -3.837 0.547 -2.656
H -5.164 2.037 -0.519
H -6.602 1.095 -0.809
H -5.883 2.184 -2.062
H -4.394 -0.378 -0.951
H -5.524 -1.681 -2.857
H -6.354 -0.197 -3.287
H -8.359 -0.174 -3.016
H -9.088 -0.625 -1.529
H -8.507 -1.873 -2.743
H -4.311 0.869 -3.488
H -3.395 1.376 -2.285
C 3.010 0.452 -4.473
C 3.579 0.472 -3.094
C 3.396 -0.966 -2.315
O 3.890 -0.888 -0.973
C 3.355 -1.724 0.124
N 5.037 0.648 -3.372
H 3.392 -0.209 -5.251
H 2.960 1.445 -4.919
H 1.927 0.349 -4.535
H 3.183 1.308 -2.517
H 4.040 -1.696 -2.805
H 2.415 -1.436 -2.387
H 2.283 -1.680 0.314
H 3.933 -1.366 0.976
H 3.534 -2.774 -0.109
H 5.610 0.839 -2.562
H 5.248 -0.284 -3.699
C -0.851 0.945 4.604
C 0.041 -0.154 4.907
C 0.559 -0.287 6.414
O 1.493 -1.391 6.754
C 1.876 -1.433 8.214
N -0.601 -1.397 4.465
H -1.083 1.200 3.570
H -0.426 1.907 4.888
H -1.804 1.018 5.128
H 0.785 -0.130 4.111
H -0.255 -0.446 7.121
H 1.028 0.687 6.557
H 2.237 -0.478 8.597
H 2.788 -2.029 8.244
H 1.061 -1.832 8.818
H -0.035 -2.229 4.552
H -0.890 -1.349 3.499
C -0.107 1.100 -1.280
C -0.963 0.687 -0.122
C -0.387 -0.506 0.748
O -1.278 -0.987 1.742
C -2.468 -1.748 1.428
N -0.836 1.746 0.836
H 0.772 1.564 -0.834
H -0.727 1.751 -1.896
H 0.157 0.155 -1.755
H -1.988 0.499 -0.443
H 0.561 -0.288 1.240
H -0.314 -1.377 0.096
H -3.071 -1.340 0.617
H -3.033 -1.839 2.355
H -2.050 -2.725 1.183
H -1.542 1.664 1.554
H -0.855 2.680 0.452
C 1.750 5.257 -0.610
C 1.779 6.752 -1.034
C 3.269 7.240 -1.134
O 4.006 6.352 -1.964
C 5.332 6.546 -2.193
N 1.083 6.858 -2.316
H 2.110 4.544 -1.352
H 0.695 5.084 -0.398
H 2.185 5.048 0.367
H 1.246 7.371 -0.312
H 3.791 7.291 -0.179
H 3.347 8.213 -1.619
H 5.460 7.396 -2.863
H 5.936 5.701 -2.525
H 5.841 6.862 -1.283
H 1.786 6.483 -2.936
H 1.022 7.866 -2.327
*
```

## Properties
DFT total energy	-47176.235	eV
LUMO	0.02428	Ha
Kohn-Sham gap	8.76	eV
structure (SMILES)	COC[C@H](C)N.COC[C@H](C)N.COC[C@H](C)N.COC[C@H](C)N.COC[C@H](C)N.COC[C@H](C)N

---

Record 3
DFT (ωB97M-V with the def2-TZVPD basis set) results for 11 unconnected molecules or ions with the total composition C24H68B5ClF20N5O7 in a non-equilibrium geometry.

Geometry as ORCA input:
```
! RIJCOSX wB97M-V def2-TZVPD def2/J DEFGRID3
* xyz -1 1
C 3.856 1.604 6.183
O 4.300 1.568 4.828
C 3.398 2.275 3.956
C 2.447 1.290 3.233
N 3.085 0.755 1.988
H 2.408 0.314 1.329
H 3.373 1.533 1.402
C 4.292 -0.108 2.260
C 4.964 -0.470 0.978
O 5.427 0.791 0.422
C 5.257 0.810 -0.973
H 3.322 2.533 6.393
H 4.682 1.424 6.917
H 3.016 0.890 6.402
H 3.918 2.848 3.214
H 2.792 3.028 4.484
H 1.577 1.847 2.943
H 2.111 0.491 3.867
H 3.894 -1.029 2.701
H 4.893 0.554 2.885
H 4.243 -0.939 0.360
H 5.841 -1.161 1.227
H 5.659 1.717 -1.398
H 4.201 0.816 -1.291
H 5.797 -0.102 -1.382
C -4.473 -0.289 -5.251
O -3.257 -0.960 -5.262
C -3.280 -2.341 -4.984
C -1.845 -2.826 -5.206
N -0.816 -1.824 -4.716
H 0.106 -2.208 -4.776
H -0.850 -1.042 -5.361
C -1.012 -1.272 -3.353
C 0.125 -0.307 -3.314
O -0.006 0.657 -4.354
C -0.504 1.924 -3.744
H -4.309 0.688 -5.643
H -4.862 -0.141 -4.213
H -5.184 -0.734 -5.909
H -4.011 -2.799 -5.644
H -3.633 -2.561 -3.972
H -1.719 -2.872 -6.275
H -1.621 -3.770 -4.738
H -0.803 -2.017 -2.619
H -2.011 -0.801 -3.268
H 1.137 -0.766 -3.455
H 0.213 0.233 -2.394
H 0.252 2.254 -3.015
H -1.451 1.742 -3.274
H -0.660 2.674 -4.583
C 2.549 -4.314 2.234
C 2.242 -4.229 0.746
C 2.382 -5.436 -0.086
O 1.756 -6.538 0.527
C 2.088 -7.755 -0.163
N 0.800 -3.798 0.573
H 0.534 -3.732 -0.396
H 0.230 -4.480 1.059
H 0.556 -2.940 1.058
H 1.905 -5.089 2.681
H 2.268 -3.401 2.680
H 3.615 -4.519 2.382
H 2.930 -3.401 0.283
H 3.468 -5.603 -0.225
H 2.009 -5.291 -1.112
H 1.920 -8.637 0.459
H 3.127 -7.733 -0.467
H 1.460 -7.884 -1.043
C -3.235 5.360 1.548
C -2.003 4.785 0.852
C -1.829 5.129 -0.592
O -1.358 6.486 -0.632
C -0.910 6.981 -1.878
N -0.731 5.219 1.514
H -0.874 5.600 2.435
H -0.059 4.424 1.548
H -0.145 5.875 0.966
H -3.156 5.094 2.547
H -4.054 4.825 1.165
H -3.283 6.429 1.470
H -1.928 3.673 0.909
H -2.694 4.967 -1.258
H -1.045 4.476 -1.084
H -1.699 6.973 -2.697
H -0.040 6.441 -2.251
H -0.663 8.035 -1.639
C -2.513 1.000 2.081
C -1.818 -0.115 1.437
C -2.736 -1.300 1.151
O -2.193 -2.007 0.039
C -3.192 -2.842 -0.614
N -1.140 0.341 0.245
H -1.805 0.539 -0.542
H -0.692 1.253 0.461
H -0.387 -0.284 0.069
H -3.241 1.419 1.396
H -1.726 1.729 2.370
H -3.016 0.619 2.988
H -0.997 -0.534 2.072
H -3.811 -0.916 0.903
H -2.846 -1.943 2.040
H -2.645 -3.588 -1.082
H -3.753 -2.151 -1.283
H -3.847 -3.198 0.144
B 1.718 3.408 -0.028
F 0.701 2.780 0.902
F 1.429 3.025 -1.303
F 1.667 4.781 0.229
F 2.915 2.886 0.346
B 0.451 -4.784 -3.234
F 1.300 -5.821 -3.012
F 1.020 -3.894 -4.110
F -0.731 -5.302 -3.827
F 0.092 -4.089 -2.087
B -1.421 -4.223 3.581
F -1.641 -5.442 2.982
F -0.344 -3.498 2.887
F -2.577 -3.444 3.416
F -1.143 -4.351 4.923
B -3.903 1.709 -1.340
F -3.436 0.389 -1.848
F -2.793 2.322 -0.675
F -4.241 2.495 -2.440
F -4.897 1.511 -0.380
B -0.796 4.401 4.737
F -0.844 5.670 4.031
F 0.216 4.603 5.754
F -2.038 4.232 5.261
F -0.432 3.343 3.840
Cl 1.668 -0.641 -0.200
*
```

## Properties
DFT total energy	-118062.539	eV
LUMO	0.07267	Ha
Kohn-Sham gap	9.86	eV

---

Record 4
DFT (ωB97M-V with the def2-TZVPD basis set) results for a molecular structure, C24H68F12N13O31S12 in a non-equilibrium geometry.

Geometry as ORCA input:
```
! RIJCOSX wB97M-V def2-TZVPD def2/J DEFGRID3
* xyz 1 1
C 6.261 -2.529 -1.930
C 4.925 -3.316 -1.685
C 5.074 -4.779 -1.596
O 5.725 -4.998 -0.346
C 5.810 -6.327 0.094
N 4.209 -2.889 -0.406
H 3.583 -3.630 -0.112
H 4.924 -2.682 0.399
H 3.700 -2.047 -0.636
H 6.077 -1.665 -2.604
H 6.862 -3.190 -2.492
H 6.843 -2.282 -1.001
H 4.195 -3.031 -2.486
H 5.639 -5.190 -2.448
H 4.079 -5.312 -1.544
H 5.881 -7.008 -0.715
H 4.889 -6.576 0.572
H 6.657 -6.308 0.742
C -0.962 -0.732 2.562
C -0.437 -1.082 1.194
C 0.202 0.092 0.475
O -0.625 1.205 0.332
C -1.670 1.049 -0.721
N 0.675 -2.072 1.305
H 1.608 -1.652 1.550
H 0.497 -2.822 2.051
H 0.707 -2.568 0.426
H -1.969 -0.352 2.301
H -0.419 0.115 3.044
H -0.985 -1.605 3.228
H -1.234 -1.514 0.616
H 0.562 -0.194 -0.522
H 0.985 0.387 1.107
H -2.334 0.198 -0.592
H -1.178 1.050 -1.689
H -2.378 1.841 -0.565
C 4.527 1.251 6.313
C 3.254 1.122 5.455
C 1.961 0.964 6.267
O 0.951 1.346 5.334
C -0.296 1.588 5.831
N 3.066 2.327 4.588
H 2.036 2.521 4.382
H 3.199 3.217 5.092
H 3.583 2.262 3.723
H 5.359 1.375 5.568
H 4.785 0.350 6.903
H 4.459 2.014 7.027
H 3.329 0.283 4.726
H 2.055 1.733 7.067
H 1.904 -0.044 6.766
H -0.263 2.569 6.272
H -0.643 0.940 6.663
H -1.068 1.572 5.033
C -1.687 -0.488 -6.157
C -1.361 -1.541 -7.236
O -1.969 -2.370 -7.796
N 0.107 -1.353 -7.761
H 0.258 -0.560 -8.456
H 0.698 -0.942 -6.913
C 0.618 -2.599 -8.366
H -1.229 -0.704 -5.182
H -2.660 -0.220 -5.888
H -1.230 0.488 -6.473
H 0.371 -3.568 -8.005
H 1.730 -2.574 -8.217
H 0.422 -2.503 -9.463
C -0.452 5.707 -1.640
C -0.747 4.563 -0.734
O -1.799 4.053 -0.517
N 0.525 3.955 -0.039
H 0.120 3.682 0.892
H 0.705 3.077 -0.521
C 1.764 4.856 0.149
H 0.051 5.306 -2.505
H 0.103 6.458 -1.119
H -1.430 6.096 -1.878
H 1.509 5.559 0.935
H 2.159 5.208 -0.796
H 2.576 4.175 0.572
C -5.612 -2.496 -5.978
C -6.138 -1.146 -5.432
O -5.386 -0.241 -5.135
N -7.418 -1.150 -5.121
H -8.029 -1.919 -5.341
H -5.743 -1.913 -2.461
C -7.942 -0.105 -4.212
H -4.740 -2.428 -6.683
H -6.371 -3.180 -6.414
H -5.228 -3.057 -5.174
H -8.932 0.073 -4.579
H -7.448 0.801 -4.294
H -7.890 -0.481 -3.177
C -5.962 -3.965 -1.413
C -6.161 -2.620 -0.811
O -6.192 -1.584 -1.578
N -6.299 -2.474 0.477
H -6.117 -3.326 0.940
H -5.064 5.368 4.950
C -6.519 -1.282 1.330
H -6.785 -4.168 -2.068
H -6.011 -4.706 -0.609
H -5.034 -4.151 -1.973
H -7.552 -1.010 1.387
H -5.891 -0.465 0.917
H -6.194 -1.631 2.337
N -4.373 4.763 4.509
S -4.169 3.229 5.193
O -2.866 2.980 5.673
O -4.874 2.339 4.374
F -4.907 3.421 6.501
S -3.813 5.433 3.166
O -4.712 6.507 3.060
O -3.516 4.540 2.113
F -2.669 6.245 3.741
N -0.614 -2.475 -1.584
S -2.061 -2.045 -2.189
O -2.057 -1.138 -3.289
O -3.101 -2.063 -1.209
F -2.544 -3.341 -3.112
S 0.521 -2.686 -2.770
O 1.681 -2.957 -1.819
O 0.364 -1.692 -3.882
F 0.091 -4.034 -3.201
N 2.384 -4.559 4.315
S 0.827 -4.366 4.245
O 0.379 -4.184 2.881
O 0.200 -3.558 5.228
F 0.304 -5.831 4.516
S 3.308 -3.575 3.716
O 3.398 -2.343 4.303
O 3.139 -3.481 2.291
F 4.667 -4.313 4.022
N 0.428 1.823 -5.547
S 0.059 2.910 -4.493
O 1.034 3.168 -3.456
O -1.352 2.901 -4.173
F 0.144 4.248 -5.391
S 1.831 1.377 -6.114
O 1.859 -0.014 -6.387
O 3.015 1.872 -5.478
F 1.820 2.040 -7.511
N 1.918 5.221 4.955
S 1.808 5.049 6.641
O 2.664 3.886 6.895
O 0.551 5.301 7.242
F 2.664 6.249 6.973
S 0.524 5.512 4.331
O -0.603 4.804 4.888
O 0.711 5.454 2.879
F 0.299 7.120 4.619
N 5.053 1.028 1.347
S 6.324 0.069 1.650
O 7.529 0.763 1.451
O 5.994 -1.255 1.245
F 6.198 -0.092 3.191
S 3.666 0.949 0.666
O 2.786 1.638 1.581
O 3.253 -0.244 0.059
F 3.763 1.932 -0.543
*
```

## Properties
DFT total energy	-271453.983	eV
LUMO	-0.10108	Ha
Kohn-Sham gap	8.88	eV

---

Number 1: molar mass 534.8 g/mol, E_HOMO -0.2278 hartree. Number 2: molar mass 534.8 g/mol, E_HOMO -0.2975 hartree. Number 3: molar mass 1008.3 g/mol, E_HOMO -0.2896 hartree. Number 4: molar mass 1647.6 g/mol, E_HOMO -0.4275 hartree.